An isolated molecule of C5H8O3 at a distorted geometry. Source: OMol25; level of theory: ωB97M-V with the def2-TZVPD basis set.

Results
Orbital gap: 8.6 eV
Structure (SMILES): O[C@@]12COCO[C@H]1C2
Energy: -420.77165 a.u.
Relative energy (zero: lowest compared OMol25 entry of this formula, charge and spin): 178.5 kcal/mol
E_LUMO: 0.0289 Eh

Each line ends with the Mulliken charge.
CARTESIAN COORDINATES (ANGSTROEM)
C 0.508903 0.323927 0.887067  0.214
C 1.472359 -0.044375 -0.508831  -0.242
C -0.552156 -1.154582 -1.201705  -0.544
C -0.841476 0.644491 0.043876  -0.300
C -0.515276 1.509945 1.345653  -0.657
H 0.039934 -1.573038 0.915677  0.343
H 2.561721 -0.455033 -0.108699  0.232
H 1.555426 0.813136 -1.273409  0.277
H -0.708560 -0.524323 -2.055298  0.487
H -0.880154 -2.157830 -1.208407  0.305
H -0.679547 1.369708 -0.667327  0.515
H -1.327316 1.000359 2.145433  0.214
H -0.244517 2.528284 1.335212  0.348
O 0.102676 -0.766795 1.581717  -0.458
O 0.928203 -1.087030 -1.071736  -0.301
O -1.420220 -0.426844 -0.159221  -0.434

Forces on atoms 1 to 6 (eV/Å):
C -1.3 2.4 -3.1
C 3.6 3.6 4.4
C 0.7 2.9 0.7
C 5.6 7.7 4.4
C -2.4 -6.7 0.7
H 0.2 2.3 2.2



A structure of composition C5H8O3Ru at a distorted geometry. Source: OMol25; level of theory: ωB97M-V with the def2-TZVPD basis set.

Results
Orbital gap (spin up / spin down): 4.6 / 6.3 eV
Energy: -514.92038 a.u.
E_LUMO (spin up / spin down): -0.4107 / -0.4950 Eh
Multiplicity: 7
<S²>: 12.01
Net charge: +2

Each line ends with the Mulliken charge.
CARTESIAN COORDINATES (ANGSTROEM)
Ru -0.597427 -2.547268 0.799888  1.529
O -0.196967 -1.652949 -0.791032  -0.662
O -0.774138 0.560920 -0.561967  -0.270
C -1.748082 0.671415 0.469976  -0.377
C -0.964581 0.348348 1.731352  -0.202
O -0.113597 -0.707798 1.297214  -0.796
C 0.124000 -0.467758 -0.309200  1.223
H -2.143361 1.692308 0.456810  0.365
H -2.562191 -0.052862 0.303411  0.241
H -1.601532 0.039836 2.567960  0.357
H -0.343052 1.201151 2.040140  0.287
C 1.554359 0.003099 -0.584650  -0.165
C 1.800722 0.209723 -2.037177  -0.841
H 1.719262 0.929710 -0.018753  0.326
H 2.215928 -0.779018 -0.182294  0.319
H 1.921119 -0.648970 -2.698497  0.338
H 1.709538 1.200114 -2.483181  0.326

Forces on atoms 1 to 6 (eV/Å):
Ru -0.7 -2.6 1.2
O -0.4 -1.4 -1.6
O 0.9 -1.3 0.2
C -0.5 -0.1 0.1
C -0.9 1.5 0.6
O 0.7 -0.1 0.0



A structure of composition C5H8O3Tb at a distorted geometry. Source: OMol25; level of theory: ωB97M-V with the def2-TZVPD basis set.

Results
Orbital gap (spin up / spin down): 5.3 / 4.7 eV
Energy: -1244.13375 a.u.
E_LUMO (spin up / spin down): -0.5606 / -0.5821 Eh
Multiplicity: 7
<S²>: 12.75
Net charge: +3

Each line ends with the Mulliken charge.
CARTESIAN COORDINATES (ANGSTROEM)
O -2.007098 0.164693 -0.428319  -0.748
C 2.346958 0.890608 -1.481761  0.756
C -0.910638 0.166061 -1.255039  -0.165
O 3.353954 0.880174 -2.061483  -0.156
O 1.222752 1.389508 -1.648487  -0.215
C -0.028792 1.321693 -0.809682  -0.507
Tb -3.162571 -0.886164 1.155689  2.414
H -1.193483 0.323441 -2.310817  0.310
H -0.332904 -0.776905 -1.214237  0.342
H 0.299613 1.252284 0.232449  0.298
H -0.488120 2.297363 -0.986910  0.370
C 3.030582 0.565131 1.262117  -0.263
C 2.611701 -0.372714 0.360158  -0.694
H 2.328153 1.064948 1.934906  0.250
H 4.025798 1.012218 1.187508  0.325
H 1.596092 -0.767787 0.446881  0.276
H 3.354359 -1.035204 -0.089424  0.405

Forces on atoms 1 to 6 (eV/Å):
O -3.9 -3.0 5.0
C 3.1 0.4 -1.6
C 1.9 0.0 -1.6
O -1.3 -0.6 1.6
O -2.5 -0.1 0.9
C 1.3 0.6 0.0



A cluster of 2 separate species, C5H8O4 in total at a distorted geometry. Source: OMol25; level of theory: ωB97M-V with the def2-TZVPD basis set.

Results
Orbital gap: 7.9 eV
Energy: -496.29967 a.u.
Relative energy (zero: lowest compared OMol25 entry of this formula, charge and spin): 16.4 kcal/mol
E_LUMO: 0.2419 Eh
Net charge: -2

Each line ends with the Mulliken charge.
CARTESIAN COORDINATES (ANGSTROEM)
C -1.368999 0.949725 0.687967  0.154
C -1.912804 -0.344768 1.296225  -1.189
C -2.408175 1.418595 -0.396574  0.433
O -3.186582 2.351347 -0.043987  -0.768
O -2.329332 0.886113 -1.518936  -0.701
H -1.097670 1.845675 1.262352  0.286
H -0.419046 0.690927 0.215670  -0.146
H -2.075204 -0.978681 0.420177  0.287
H -2.838374 -0.200298 1.847034  0.325
H -1.167583 -0.884576 1.884693  0.322
C 2.869457 -0.167509 -0.857758  -0.784
C 2.358110 -1.634572 -0.605676  0.508
O 1.282467 -1.893699 -1.177359  -0.663
O 3.233943 -2.395216 -0.124146  -0.744
H 2.098509 0.605665 -0.911024  0.278
H 3.306948 -0.306464 -1.853152  0.171
H 3.654331 0.057737 -0.125513  0.232

Forces on atoms 1 to 6 (eV/Å):
C 0.1 0.3 -1.0
C 0.6 0.2 -0.2
C 0.6 0.9 0.0
O 0.0 -0.3 0.2
O -0.2 -0.3 0.0
H -0.6 -0.5 0.8



An isolated molecule of C5H8O4 at a distorted geometry. Source: OMol25; level of theory: ωB97M-V with the def2-TZVPD basis set.

Results
Orbital gap: 7.9 eV
Structure (SMILES): CC(=O)OCC(=O)CO
Energy: -496.16364 a.u.
Relative energy (zero: lowest compared OMol25 entry of this formula, charge and spin): 87.2 kcal/mol
E_LUMO: -0.0234 Eh

Each line ends with the Mulliken charge.
CARTESIAN COORDINATES (ANGSTROEM)
C 0.761630 1.317055 -0.649764  -0.666
C 0.940372 -1.542601 -0.677366  -0.570
C -1.458645 0.167496 1.568514  -1.063
C -1.224137 0.911615 0.299096  0.839
C 0.154499 -0.357838 -1.243151  0.571
O 0.328162 1.552970 0.579397  -0.459
O 1.331812 -1.441802 0.673993  -0.516
O -1.944941 1.484983 -0.431388  -0.408
O -0.334661 -0.411092 -2.335119  -0.514
H 1.830031 -0.629416 0.816746  0.336
H 1.850362 1.198747 -0.737880  0.468
H 0.260812 1.874739 -1.447445  0.394
H 1.803291 -1.684912 -1.339883  0.308
H 0.316103 -2.430907 -0.768507  0.329
H -2.484925 -0.207404 1.562425  0.352
H -1.365804 0.849067 2.414727  0.293
H -0.763960 -0.650701 1.715606  0.310

Forces on atoms 1 to 6 (eV/Å):
C -0.6 -3.1 -2.5
C -0.6 -0.2 0.2
C -0.6 -1.1 -0.4
C 0.6 3.8 2.6
C 3.1 1.7 -0.6
O -2.9 -0.6 0.8



An isolated molecule of C5H8O4 at a distorted geometry. Source: OMol25; level of theory: ωB97M-V with the def2-TZVPD basis set.

Results
Orbital gap: 11.3 eV
Structure (SMILES): O=COCCCC(=O)O
Energy: -496.23914 a.u.
Relative energy (zero: lowest compared OMol25 entry of this formula, charge and spin): 39.9 kcal/mol
E_LUMO: 0.0216 Eh

Each line ends with the Mulliken charge.
CARTESIAN COORDINATES (ANGSTROEM)
O 0.619727 1.266658 -2.332493  -0.477
C -0.364002 1.900058 -1.924356  0.156
O -1.566056 1.352770 -1.438760  -0.317
C -1.367087 0.063765 -0.817024  -0.545
C -0.808075 0.169028 0.704723  -0.415
C 0.164043 -1.049671 1.070062  -0.564
C 1.663956 -0.619409 1.368509  0.528
O 2.035372 0.452817 1.857301  -0.505
O 2.688019 -1.577702 1.054806  -0.489
H -0.308299 3.047590 -1.954075  0.343
H -2.413808 -0.401614 -0.708522  0.298
H -0.770982 -0.677292 -1.448272  0.369
H -1.698165 0.092090 1.428995  0.288
H -0.357935 1.199020 0.863272  0.368
H 0.184511 -1.780491 0.187989  0.325
H -0.221801 -1.635660 1.980913  0.305
H 2.520584 -1.801961 0.106927  0.335

Forces on atoms 1 to 6 (eV/Å):
O -3.1 1.3 1.6
C 1.8 -0.8 -1.0
O 2.6 0.4 -0.1
C -1.0 -1.8 1.2
C -0.5 -0.1 0.0
C 0.4 0.0 -0.3



An isolated molecule of C5H8O5 at a distorted geometry. Source: OMol25; level of theory: ωB97M-V with the def2-TZVPD basis set.

Results
Orbital gap: 10.1 eV
Structure (SMILES): C=C(O)C(O)(O)COC=O
Energy: -571.46304 a.u.
Relative energy (zero: lowest compared OMol25 entry of this formula, charge and spin): 57.0 kcal/mol
E_LUMO: 0.0209 Eh

Each line ends with the Mulliken charge.
CARTESIAN COORDINATES (ANGSTROEM)
C 3.035934 -0.443831 0.508458  0.135
C 1.056384 0.534288 -0.588330  -0.877
C -1.247789 -0.591939 -0.130557  0.493
C -0.423281 0.636727 -0.266287  0.934
C -2.344027 -0.623099 0.639179  -1.071
O 3.838486 -0.025268 -0.304380  -0.494
O 1.679009 -0.235213 0.526983  -0.265
O -0.793764 -1.591555 -1.023330  -0.460
O -1.015726 1.297127 -1.360131  -0.583
O -0.572130 1.504413 0.880031  -0.630
H 1.214498 0.006856 -1.557668  0.361
H 1.554040 1.448105 -0.481832  0.453
H -3.073276 -1.522255 0.647204  0.198
H -2.442450 -0.027397 1.478646  0.343
H 3.171317 -0.949209 1.487399  0.321
H -1.587402 -2.233895 -0.977128  0.365
H -1.877963 1.780213 -1.176985  0.396
H -0.171858 1.035931 1.698735  0.382

Forces on atoms 1 to 6 (eV/Å):
C -0.5 1.4 -0.3
C 0.4 -2.8 0.3
C 0.4 -1.5 -0.1
C -0.6 2.2 0.8
C -0.3 -3.6 -1.2
O -1.6 -1.1 1.4



A cluster of 2 separate species, C5H8OS in total. Source: OMol25; level of theory: ωB97M-V with the def2-TZVPD basis set.

Results
Orbital gap (spin up / spin down): 8.6 / 7.0 eV
Energy: -668.59134 a.u.
Relative energy (zero: lowest compared OMol25 entry of this formula, charge and spin): 92.4 kcal/mol
E_LUMO (spin up / spin down): 0.0223 / 0.0244 Eh

Each line ends with the Mulliken charge.
CARTESIAN COORDINATES (ANGSTROEM)
C 0.468865 0.952688 -1.236590  -0.483
C -0.217672 1.240924 -0.107809  -0.234
C 1.637335 0.095813 -0.861154  -0.341
C 0.448622 0.622024 0.978109  0.205
C -1.487157 -1.269702 0.594495  -1.002
O 1.591637 0.010401 0.559654  -0.405
S 0.329746 0.951357 2.677386  -0.254
H 0.235537 1.212154 -2.248908  0.423
H -1.120995 1.808418 -0.011388  0.471
H 1.567717 -0.921768 -1.274839  0.224
H 2.606969 0.518384 -1.159048  0.289
H -1.585634 -1.254993 -0.471758  0.301
H -2.256698 -0.809959 1.181044  0.352
H -0.945586 -2.080486 1.038549  0.313
H 1.488211 0.346949 2.956347  0.139

Forces on atoms 1 to 6 (eV/Å):
C 0.3 0.0 0.1
C 0.4 -0.1 0.2
C 0.1 0.0 -0.7
C -0.3 -0.4 -0.4
C 0.2 0.1 0.2
O -0.1 0.2 0.5



Q: Which of these has the lowest energy?
A: C5H8O3Tb



Q: What is the energy in the fifth record?
A: -496.16364 a.u.



Q: Which of these has the lowest energy?
A: C5H8O3Tb